{
  "formula": "C69H173N11O23",
  "method": "ωB97M-V/def2-TZVPD",
  "elements": ["C", "O", "C", "C", "N", "C", "C", "O", "C", "H", "H", "H", "H", "H", "H", "H", "H", "H", "H", "H", "H", "H", "H", "H", "C", "O", "C", "C", "N", "C", "C", "O", "C", "H", "H", "H", "H", "H", "H", "H", "H", "H", "H", "H", "H", "H", "H", "H", "C", "O", "C", "C", "N", "C", "C", "O", "C", "H", "H", "H", "H", "H", "H", "H", "H", "H", "H", "H", "H", "H", "H", "H", "C", "O", "C", "C", "N", "C", "C", "O", "C", "H", "H", "H", "H", "H", "H", "H", "H", "H", "H", "H", "H", "H", "H", "H", "C", "O", "C", "C", "N", "C", "C", "O", "C", "H", "H", "H", "H", "H", "H", "H", "H", "H", "H", "H", "H", "H", "H", "H", "C", "O", "C", "C", "N", "C", "C", "O", "C", "H", "H", "H", "H", "H", "H", "H", "H", "H", "H", "H", "H", "H", "H", "H", "C", "O", "C", "C", "N", "C", "C", "O", "C", "H", "H", "H", "H", "H", "H", "H", "H", "H", "H", "H", "H", "H", "H", "H", "C", "O", "C", "C", "N", "C", "C", "O", "C", "H", "H", "H", "H", "H", "H", "H", "H", "H", "H", "H", "H", "H", "H", "H", "C", "O", "C", "C", "N", "C", "C", "O", "C", "H", "H", "H", "H", "H", "H", "H", "H", "H", "H", "H", "H", "H", "H", "H", "C", "O", "C", "C", "N", "C", "C", "O", "C", "H", "H", "H", "H", "H", "H", "H", "H", "H", "H", "H", "H", "H", "H", "H", "C", "O", "C", "C", "N", "C", "C", "O", "C", "H", "H", "H", "H", "H", "H", "H", "H", "H", "H", "H", "H", "H", "H", "H", "C", "C", "C", "O", "H", "H", "H", "H", "H", "H", "H", "H"],
  "coordinates": [[2.429, 7.510, 5.279], [3.597, 7.321, 4.506], [4.698, 8.090, 4.902], [5.891, 8.014, 3.884], [5.455, 8.710, 2.669], [6.367, 8.478, 1.567], [5.978, 9.102, 0.233], [4.677, 8.728, -0.131], [4.187, 9.370, -1.297], [2.629, 7.241, 6.316], [1.620, 6.875, 4.917], [2.064, 8.534, 5.196], [5.009, 7.661, 5.855], [4.410, 9.138, 4.983], [6.112, 6.968, 3.671], [6.750, 8.520, 4.324], [4.502, 8.438, 2.472], [6.481, 7.414, 1.357], [7.348, 8.811, 1.907], [6.655, 8.885, -0.594], [6.032, 10.174, 0.425], [4.820, 9.156, -2.158], [4.163, 10.443, -1.111], [3.199, 8.953, -1.495], [-2.288, 5.207, 10.193], [-0.922, 4.884, 10.008], [-0.582, 3.516, 10.245], [-1.136, 2.375, 9.313], [-0.564, 2.496, 7.914], [-1.171, 1.435, 7.073], [-1.115, 1.905, 5.557], [-2.170, 2.858, 5.411], [-2.116, 3.304, 4.067], [-2.599, 4.792, 11.152], [-2.841, 4.832, 9.332], [-2.385, 6.287, 10.082], [-0.840, 3.284, 11.278], [0.507, 3.481, 10.245], [-2.225, 2.346, 9.276], [-0.722, 1.434, 9.674], [-0.784, 3.412, 7.550], [-2.220, 1.214, 7.272], [-0.693, 0.469, 7.233], [-1.329, 0.993, 4.999], [-0.157, 2.387, 5.364], [-1.302, 4.028, 4.023], [-3.041, 3.822, 3.816], [-2.235, 2.543, 3.295], [-9.540, -4.452, 2.890], [-9.912, -5.811, 2.812], [-8.773, -6.705, 2.563], [-9.298, -8.155, 2.874], [-10.450, -8.591, 2.071], [-11.054, -9.786, 2.619], [-12.532, -9.847, 2.175], [-13.291, -8.863, 2.963], [-14.708, -8.903, 2.726], [-10.442, -3.872, 3.087], [-9.131, -4.103, 1.942], [-8.869, -4.352, 3.743], [-7.947, -6.425, 3.216], [-8.380, -6.668, 1.547], [-9.496, -8.214, 3.944], [-8.427, -8.769, 2.645], [-11.218, -7.937, 2.007], [-11.016, -9.633, 3.698], [-10.509, -10.669, 2.284], [-12.864, -10.863, 2.390], [-12.544, -9.730, 1.091], [-15.137, -9.829, 3.110], [-15.009, -8.942, 1.679], [-15.186, -7.999, 3.104], [-9.561, -1.719, -3.352], [-9.735, -0.358, -3.608], [-10.842, -0.042, -4.522], [-10.597, 1.425, -4.901], [-11.014, 2.306, -3.828], [-10.199, 3.536, -3.937], [-10.661, 4.500, -5.021], [-9.829, 5.605, -5.167], [-10.356, 6.739, -5.864], [-9.645, -2.358, -4.231], [-10.353, -1.977, -2.650], [-8.660, -1.923, -2.773], [-11.835, -0.183, -4.095], [-10.777, -0.588, -5.462], [-11.171, 1.677, -5.794], [-9.537, 1.497, -5.144], [-10.691, 1.924, -2.950], [-9.134, 3.322, -4.033], [-10.272, 4.028, -2.967], [-11.681, 4.849, -4.855], [-10.855, 4.027, -5.984], [-10.937, 7.353, -5.176], [-10.898, 6.492, -6.776], [-9.474, 7.247, -6.256], [-11.040, 0.543, 1.176], [-11.598, -0.532, 0.459], [-12.985, -0.679, 0.790], [-13.478, -2.038, 0.250], [-13.207, -3.040, 1.240], [-13.865, -4.296, 0.868], [-13.392, -5.161, -0.383], [-13.709, -4.559, -1.645], [-13.453, -5.409, -2.766], [-11.466, 1.461, 0.770], [-9.967, 0.516, 0.985], [-11.080, 0.566, 2.265], [-13.538, 0.194, 0.443], [-13.214, -0.534, 1.846], [-13.168, -2.305, -0.760], [-14.549, -1.884, 0.113], [-12.207, -3.164, 1.169], [-14.933, -4.082, 0.830], [-13.651, -5.035, 1.641], [-14.003, -6.063, -0.360], [-12.340, -5.439, -0.325], [-14.166, -6.229, -2.849], [-12.447, -5.786, -2.579], [-13.403, -4.798, -3.668], [-3.589, 0.246, -0.659], [-2.330, -0.435, -0.719], [-1.837, -0.608, -2.025], [-0.469, -1.412, -1.860], [0.545, -0.748, -1.016], [1.183, 0.287, -1.800], [2.080, 1.169, -1.043], [1.396, 2.113, -0.335], [2.066, 2.921, 0.565], [-4.326, -0.407, -1.127], [-3.639, 1.266, -1.040], [-3.836, 0.395, 0.392], [-1.716, 0.323, -2.579], [-2.552, -1.287, -2.490], [-0.012, -1.643, -2.823], [-0.686, -2.383, -1.415], [0.019, -0.267, -0.300], [0.477, 1.009, -2.211], [1.755, -0.158, -2.614], [2.734, 1.662, -1.762], [2.691, 0.561, -0.376], [2.872, 2.418, 1.098], [1.349, 3.446, 1.196], [2.442, 3.673, -0.129], [-0.030, -6.759, -3.460], [1.267, -6.984, -2.967], [2.239, -7.104, -3.977], [3.712, -7.382, -3.474], [4.343, -6.081, -3.090], [3.723, -5.474, -1.842], [4.613, -4.364, -1.293], [5.788, -4.998, -0.812], [6.920, -4.179, -0.992], [-0.485, -7.645, -3.904], [-0.105, -5.878, -4.098], [-0.648, -6.537, -2.590], [2.243, -6.278, -4.688], [2.027, -7.963, -4.615], [4.306, -7.732, -4.318], [3.869, -8.137, -2.703], [5.323, -6.188, -2.872], [3.634, -6.236, -1.068], [2.806, -4.994, -2.182], [4.129, -3.811, -0.488], [4.794, -3.712, -2.147], [7.466, -4.450, -1.896], [7.580, -4.417, -0.157], [6.831, -3.094, -0.938], [17.094, 5.846, 7.624], [15.846, 5.857, 6.954], [15.422, 7.089, 6.379], [13.900, 6.753, 6.037], [13.761, 6.142, 4.761], [12.412, 5.677, 4.485], [12.255, 4.912, 3.236], [10.870, 4.792, 2.763], [10.742, 4.180, 1.458], [17.181, 6.325, 8.599], [17.872, 6.239, 6.969], [17.431, 4.817, 7.754], [16.027, 7.448, 5.546], [15.455, 7.865, 7.144], [13.413, 7.727, 5.989], [13.341, 6.205, 6.795], [14.476, 5.433, 4.681], [11.732, 6.528, 4.439], [12.106, 4.987, 5.271], [12.647, 3.898, 3.305], [12.829, 5.367, 2.428], [9.700, 4.139, 1.140], [11.115, 3.158, 1.396], [11.247, 4.823, 0.737], [13.056, 0.826, -10.741], [11.800, 1.339, -10.863], [10.906, 0.738, -9.953], [9.473, 1.306, -10.383], [9.458, 2.769, -10.684], [9.714, 3.545, -9.514], [8.561, 3.524, -8.532], [8.861, 4.372, -7.418], [7.898, 4.370, -6.424], [13.736, 1.230, -11.491], [13.113, -0.260, -10.815], [13.407, 1.116, -9.750], [11.162, 1.059, -8.943], [10.798, -0.346, -9.999], [8.656, 0.955, -9.751], [9.330, 0.809, -11.342], [10.298, 2.946, -11.216], [9.953, 4.553, -9.854], [10.626, 3.258, -8.992], [8.423, 2.544, -8.074], [7.634, 3.768, -9.050], [7.674, 3.388, -6.007], [6.930, 4.797, -6.688], [8.339, 4.888, -5.572], [0.567, -4.976, 3.991], [-0.811, -5.176, 4.159], [-1.652, -5.221, 3.039], [-1.437, -6.513, 2.235], [-1.927, -7.717, 2.946], [-1.470, -8.860, 2.175], [-1.697, -10.217, 2.905], [-1.052, -10.253, 4.178], [-0.876, -11.600, 4.594], [0.796, -4.123, 3.352], [1.101, -5.846, 3.610], [0.935, -4.824, 5.005], [-1.609, -4.415, 2.306], [-2.668, -5.175, 3.430], [-0.352, -6.574, 2.141], [-2.008, -6.324, 1.326], [-1.416, -7.646, 3.814], [-0.414, -8.781, 1.918], [-2.060, -8.758, 1.264], [-1.384, -10.979, 2.191], [-2.748, -10.412, 3.121], [-0.388, -12.201, 3.827], [-1.892, -11.985, 4.686], [-0.304, -11.629, 5.522], [-2.573, 4.637, -4.056], [-1.588, 4.377, -5.090], [-0.330, 5.040, -4.866], [0.683, 4.633, -5.994], [1.107, 3.255, -5.849], [1.942, 2.937, -7.016], [2.517, 1.498, -6.783], [1.477, 0.487, -6.661], [2.092, -0.796, -6.476], [-2.782, 5.703, -3.965], [-2.287, 4.256, -3.076], [-3.541, 4.242, -4.366], [0.140, 4.860, -3.899], [-0.522, 6.113, -4.874], [1.576, 5.237, -5.833], [0.283, 4.775, -6.998], [0.306, 2.656, -5.707], [2.794, 3.607, -7.132], [1.418, 2.993, -7.969], [3.177, 1.410, -5.920], [3.148, 1.309, -7.651], [2.618, -0.836, -5.522], [2.590, -1.189, -7.362], [1.285, -1.526, -6.412], [9.616, -2.708, 4.899], [8.709, -1.569, 5.157], [7.777, -1.103, 4.093], [7.818, -2.022, 6.180], [10.013, -3.163, 5.807], [10.442, -2.300, 4.317], [9.241, -3.518, 4.273], [9.150, -0.706, 5.656], [7.216, -1.937, 3.671], [8.377, -0.688, 3.283], [7.116, -0.276, 4.351], [7.283, -1.280, 6.471]],
  "forces_ev_per_angstrom": [[0.29, 0.04, -0.07], [-0.57, -0.48, -1.26], [1.06, -0.31, -0.08], [-2.16, 0.33, 0.18], [0.29, 0.42, 0.18], [-0.13, -1.02, -0.46], [-0.09, 1.09, 0.76], [-0.46, -0.52, 0.09], [0.34, -0.33, 0.62], [-0.09, 0.15, 0.25], [0.32, -0.20, -0.21], [0.10, 0.26, 0.21], [0.38, 0.45, 0.39], [0.03, 0.20, 0.26], [0.25, -0.27, 0.15], [0.07, -0.08, 0.01], [0.01, -0.16, -0.35], [0.06, -0.58, 0.16], [0.14, 0.27, -0.35], [0.43, -0.29, 0.15], [-0.21, 0.53, -0.35], [0.19, 0.04, -0.15], [-0.23, 0.18, -0.26], [0.00, 0.24, 0.09], [0.68, -0.28, -0.89], [0.44, -0.47, -0.52], [-0.17, -0.41, 0.05], [1.61, 1.64, -1.03], [-1.08, -1.16, 1.27], [0.60, 1.46, -1.39], [-0.86, -0.83, 2.94], [0.39, -0.89, -0.89], [-1.50, 1.12, 0.27], [-0.56, 0.26, 0.00], [-0.52, -0.49, 0.25], [0.13, 0.03, 0.64], [-0.41, -0.20, 0.23], [0.00, 0.04, -0.41], [-0.16, -0.06, 0.21], [-0.30, -0.02, 0.38], [-0.29, 0.06, -0.16], [-0.40, 0.41, 0.20], [0.56, 0.14, -0.13], [0.28, 0.23, -0.68], [0.16, -0.29, -0.32], [0.28, -0.33, -0.87], [-0.13, 0.66, 0.67], [1.26, -0.61, 0.15], [-0.42, -0.45, 0.14], [1.00, -0.93, -0.71], [-2.16, -0.52, 0.62], [0.42, 1.59, -0.79], [0.73, 0.25, -0.50], [-0.78, 0.89, -0.13], [0.60, -0.13, 1.46], [0.04, -0.70, -1.54], [0.42, -0.39, -0.47], [-0.05, -0.07, 0.07], [0.41, 0.13, 0.04], [0.37, 0.48, -0.15], [0.01, -0.17, 0.33], [-0.39, 0.31, -0.33], [-0.09, -0.03, 0.25], [-0.12, -0.49, 0.07], [0.51, 0.81, 0.31], [-0.21, -0.90, 0.43], [-0.09, -0.19, 0.22], [-0.48, -0.04, 0.13], [-0.50, 0.56, -0.10], [-0.10, 0.09, 0.63], [0.57, 0.18, -0.51], [0.28, -0.21, 0.49], [-1.15, -0.34, 1.12], [-0.63, 0.71, -1.37], [1.52, 0.86, -0.01], [-0.95, -1.21, 0.26], [1.16, 1.16, -0.43], [-0.45, 0.72, 0.69], [-1.61, -0.02, -0.55], [0.85, 0.49, -0.08], [0.87, -0.80, 0.06], [0.23, 0.05, -0.19], [-0.34, -0.65, 0.00], [0.35, 0.38, -0.48], [0.08, -0.15, 0.38], [0.19, -0.60, 0.15], [-0.02, -0.09, -0.11], [0.23, 0.14, -0.03], [-0.18, -0.50, 0.13], [0.23, -0.15, -0.42], [-0.13, 0.34, -0.01], [-0.33, 0.08, 0.92], [0.74, -0.59, -0.40], [-0.10, 0.13, -0.20], [-0.51, -0.38, 0.17], [-0.05, 0.40, 0.43], [1.01, 0.36, -0.87], [-0.62, -0.33, 1.48], [0.20, -0.04, -1.06], [-0.94, 2.21, 0.27], [0.00, -1.14, -0.77], [1.06, -1.04, -0.59], [-1.54, 1.12, -0.21], [-0.10, 0.43, -0.06], [0.88, 0.60, 1.15], [0.08, 0.39, 0.20], [0.03, 0.19, -0.34], [-0.78, -0.56, 0.19], [-0.13, 0.05, -1.12], [0.59, -0.91, 0.53], [0.63, 0.34, -0.05], [-0.38, -0.37, 0.34], [0.38, -0.31, 0.45], [-0.03, -0.30, -0.16], [-0.33, 0.14, 0.49], [0.11, -0.44, 0.44], [0.26, 0.13, 0.06], [-0.11, -0.01, -0.03], [0.14, -0.56, -0.46], [-0.34, -0.02, 0.10], [0.33, -0.64, 0.61], [-0.19, 1.46, 0.59], [1.17, -1.77, 0.49], [-0.68, 0.42, 0.34], [-0.63, -0.01, -0.74], [-0.49, 0.24, -0.49], [2.14, -0.25, 0.27], [-2.99, -0.68, 0.83], [0.47, 1.08, -1.28], [-0.34, 0.27, -0.11], [0.50, -0.06, -0.73], [0.04, -0.48, 0.10], [-0.07, 0.12, 0.02], [0.02, 0.09, -0.83], [-0.14, 0.22, -0.20], [-0.31, 0.04, 0.12], [-0.06, -0.05, 0.51], [-0.45, -0.12, -0.63], [-0.09, -0.12, -0.07], [0.44, 0.14, -0.21], [0.39, -0.13, 0.22], [-0.08, -0.01, 0.22], [0.04, -0.45, 0.25], [1.01, 0.71, 0.67], [-0.40, 0.14, 0.90], [0.47, 0.17, 0.00], [1.38, -1.58, -0.16], [-0.07, 2.24, -0.11], [-0.85, 0.34, 1.11], [0.81, 0.10, -1.21], [-0.51, -1.22, -0.69], [-0.06, 1.18, -0.37], [1.40, -0.70, 0.88], [0.23, -0.09, -0.48], [0.19, -0.08, -0.40], [0.03, 0.03, 0.12], [0.13, 0.57, 0.33], [-0.45, -0.43, -0.05], [-0.29, -0.03, -0.30], [-0.80, -0.15, 0.28], [0.18, -0.39, -0.06], [-0.63, -0.04, 0.09], [-0.37, -0.46, 0.51], [-0.13, 0.07, 0.02], [0.41, 0.32, 0.08], [-0.11, 0.10, -0.31], [0.24, -0.09, 0.01], [-0.84, 0.04, -0.17], [0.77, -0.41, -0.99], [0.83, -0.20, 0.39], [-2.15, -1.38, 1.24], [1.01, 2.25, -0.11], [0.47, -0.19, -1.40], [-0.30, -0.11, 1.09], [-0.46, -1.10, -2.93], [0.38, -0.20, 0.26], [0.33, 0.85, 0.63], [-0.63, 0.37, 0.02], [0.12, 0.51, -0.06], [-0.53, -0.22, 0.11], [-0.09, -0.39, -0.38], [-0.13, 0.19, 0.14], [-0.27, 0.24, -0.04], [0.63, -0.21, 0.68], [-0.25, -0.45, -0.21], [0.00, 0.12, 0.23], [-0.51, 0.18, 0.56], [0.14, -0.22, 0.32], [0.14, 0.35, -0.14], [-0.13, 0.21, 0.56], [0.34, -0.04, 0.26], [0.28, -0.15, -0.21], [1.77, -0.21, 0.62], [-1.62, -0.36, -0.75], [-2.35, 1.70, -0.04], [1.58, -0.14, -1.06], [-0.06, -1.54, 0.37], [0.22, 0.91, 1.07], [0.21, 0.10, 0.82], [0.16, 0.16, -1.25], [-0.05, -0.13, 1.17], [-0.22, 0.22, -0.04], [-0.22, -0.25, -0.05], [0.63, -0.16, 0.22], [0.16, -0.20, 0.27], [0.59, -0.18, -0.19], [0.18, 0.37, 0.27], [-0.27, 0.03, -0.13], [-0.12, -0.36, -0.75], [-0.47, 0.31, 0.17], [0.20, -0.34, 0.31], [0.00, -0.49, -0.35], [-0.20, 0.39, 0.06], [0.07, -0.62, -0.30], [0.02, 0.36, -0.31], [-0.20, 0.42, -0.11], [0.16, -0.08, 0.28], [-0.40, 0.40, 0.34], [-0.46, -1.22, -0.36], [-1.01, 0.80, 1.29], [0.62, 1.19, -0.31], [-0.65, -0.63, 1.19], [-0.49, 1.15, -0.22], [1.06, 0.03, -0.96], [-0.70, 0.48, -0.35], [-0.02, 0.19, -0.01], [-0.08, -0.23, -0.25], [0.18, 0.26, -0.14], [0.76, 0.62, 0.26], [-0.04, -0.19, 0.11], [0.14, -0.11, -0.97], [0.43, -0.57, -0.45], [-0.08, -0.52, 0.53], [0.32, -0.09, -0.10], [0.12, -0.79, -0.28], [0.48, -0.40, 0.27], [-0.38, 0.22, -0.33], [0.31, 0.02, -0.07], [0.00, -0.59, 0.56], [-0.24, 0.07, -0.06], [0.38, 0.34, -0.90], [-0.05, -0.01, 1.18], [-0.06, -0.01, -1.37], [-0.97, 0.04, 1.72], [0.79, 0.96, -0.36], [-0.23, -2.57, 1.57], [-0.64, 0.28, -0.91], [1.37, 0.40, -0.33], [-1.74, -0.06, -0.08], [0.40, 0.34, 0.05], [0.15, -0.20, -0.05], [0.31, -0.53, -0.12], [-0.20, -0.63, 0.23], [0.09, 0.30, -0.29], [-0.03, 0.35, -0.26], [-0.30, 0.56, -0.08], [0.08, -0.33, -0.49], [0.02, 0.18, 0.50], [-0.33, -0.21, -0.19], [-0.14, 0.44, 0.33], [0.04, -0.47, -0.30], [0.57, -0.01, -0.27], [0.90, 0.61, 0.06], [-0.38, 0.18, 0.39], [1.42, -0.07, -1.09], [-2.37, 0.50, 2.12], [0.90, 0.36, -2.19], [-0.50, -0.98, 1.28], [-0.11, 0.31, 0.07], [0.42, -0.15, 0.05], [-0.63, 0.14, 0.12], [1.09, 0.08, -0.63], [-0.14, 0.02, 0.18], [0.04, 0.03, -0.44], [-0.05, -0.24, 0.54], [-0.08, 0.00, 0.00]],
  "lowdin_charge": [-0.10, -0.20, -0.23, -0.19, -0.07, -0.22, -0.24, -0.20, -0.10, 0.09, 0.08, 0.09, 0.12, 0.12, 0.11, 0.12, 0.10, 0.11, 0.12, 0.12, 0.12, 0.08, 0.09, 0.09, -0.11, -0.21, -0.21, -0.18, -0.06, -0.20, -0.21, -0.20, -0.13, 0.09, 0.08, 0.09, 0.11, 0.12, 0.10, 0.11, 0.09, 0.10, 0.11, 0.12, 0.12, 0.09, 0.08, 0.09, -0.12, -0.22, -0.17, -0.19, -0.07, -0.22, -0.19, -0.19, -0.11, 0.08, 0.09, 0.09, 0.11, 0.11, 0.11, 0.11, 0.09, 0.11, 0.12, 0.11, 0.12, 0.08, 0.07, 0.09, -0.13, -0.20, -0.17, -0.24, -0.05, -0.20, -0.26, -0.19, -0.09, 0.08, 0.08, 0.09, 0.12, 0.11, 0.11, 0.12, 0.10, 0.12, 0.12, 0.12, 0.11, 0.09, 0.08, 0.08, -0.13, -0.19, -0.21, -0.22, -0.06, -0.18, -0.19, -0.23, -0.10, 0.09, 0.08, 0.09, 0.11, 0.12, 0.11, 0.12, 0.10, 0.12, 0.10, 0.11, 0.12, 0.08, 0.08, 0.09, -0.09, -0.21, -0.20, -0.17, -0.04, -0.24, -0.29, -0.19, -0.10, 0.09, 0.08, 0.08, 0.11, 0.11, 0.10, 0.10, 0.10, 0.12, 0.12, 0.13, 0.13, 0.09, 0.09, 0.09, -0.12, -0.19, -0.23, -0.17, -0.07, -0.18, -0.23, -0.19, -0.13, 0.09, 0.09, 0.08, 0.12, 0.11, 0.11, 0.11, 0.08, 0.12, 0.11, 0.12, 0.12, 0.08, 0.08, 0.09, -0.12, -0.21, -0.17, -0.22, -0.08, -0.23, -0.22, -0.20, -0.10, 0.08, 0.08, 0.08, 0.12, 0.11, 0.11, 0.11, 0.12, 0.13, 0.12, 0.12, 0.12, 0.08, 0.08, 0.08, -0.14, -0.20, -0.21, -0.16, -0.06, -0.25, -0.20, -0.18, -0.15, 0.09, 0.09, 0.09, 0.11, 0.12, 0.11, 0.10, 0.09, 0.13, 0.11, 0.11, 0.13, 0.08, 0.09, 0.09, -0.11, -0.19, -0.23, -0.22, -0.05, -0.21, -0.22, -0.20, -0.11, 0.09, 0.08, 0.09, 0.11, 0.12, 0.10, 0.12, 0.10, 0.11, 0.12, 0.11, 0.12, 0.08, 0.08, 0.09, -0.09, -0.20, -0.20, -0.22, -0.07, -0.20, -0.20, -0.20, -0.12, 0.08, 0.08, 0.08, 0.11, 0.11, 0.11, 0.11, 0.11, 0.11, 0.11, 0.11, 0.11, 0.08, 0.09, 0.08, -0.05, -0.51, -0.07, -0.08, 0.09, 0.08, 0.09, 0.14, 0.09, 0.08, 0.08, 0.08],
  "smiles": "COCCNCCOC.COCCNCCOC.COCCNCCOC.COCCNCCOC.COCCNCCOC.COCCNCCOC.COCCNCCOC.COCCNCCOC.COCCNCCOC.COCCNCCOC.COCCNCCOC.CC(C)O",
  "de_lowest_ev": 3.857,
  "gap_ha": 0.3271,
  "lumo_energy_ha": 0.012
}